# C3H2BrClF2

A single C3H2BrClF2 molecule in a non-equilibrium geometry (ωB97M-V/def2-TZVPD, the Open Molecules 2025 dataset).

The value obtained for the total energy is -91138.4769 eV. The energy relative to the best compared isomer or geometry (same formula, charge and spin) comes out at 375.0 kJ/mol. For the largest force on an atom, the calculation gives 0.077 Eh/bohr. As for the HOMO energy (alpha / beta): -9.591 / -9.590 eV. The value obtained for the LUMO energy (alpha / beta) is -1.73 / -1.73 eV.

Structure (XYZ):
```
9
C3H2BrClF2 ωB97M-V/def2-TZVPD
C 0.897 0.459 -0.395
C 0.404 -0.842 0.230
C -0.337 -0.218 -0.812
F 0.975 -2.047 0.110
F -0.038 -0.746 1.512
Cl -2.801 1.453 0.962
Br -1.982 0.308 -0.798
H 1.039 1.275 0.323
H 1.841 0.357 -1.132
```

---

# C32H23CaF20GeN3O2SSe3

A molecular structure, C32H23CaF20GeN3O2SSe3 in a non-equilibrium geometry (ωB97M-V/def2-TZVPD, the Open Molecules 2025 dataset).

The value obtained for the total energy is -378298.0547 eV. The energy relative to the best compared isomer or geometry (same formula, charge and spin) comes out at 86.5 kJ/mol. For the largest force on an atom, the calculation gives 0.032 Eh/bohr. As for the HOMO energy: -8.124 eV. The value obtained for the LUMO energy is -0.07 eV.

Structure (XYZ):
```
86
C32H23CaF20GeN3O2SSe3 ωB97M-V/def2-TZVPD
Ca 0.846 -0.055 -0.175
N -0.631 1.284 -1.590
C 0.028 2.045 -2.674
C 1.405 2.471 -2.182
N 2.163 1.309 -1.690
C 2.817 0.486 -2.719
C 2.074 -0.821 -3.001
N 1.839 -1.554 -1.737
H -0.934 1.917 -0.850
H -1.475 0.830 -1.922
H 0.140 1.391 -3.540
H -0.538 2.922 -2.995
H 1.936 3.004 -2.975
H 1.276 3.152 -1.342
H 2.868 1.633 -1.030
H 2.927 1.040 -3.656
H 3.819 0.234 -2.367
H 1.107 -0.620 -3.461
H 2.671 -1.397 -3.710
H 1.397 -2.442 -1.944
H 2.739 -1.768 -1.298
C -1.360 4.300 2.429
Se -0.453 4.248 0.716
C 1.238 5.054 1.290
C 2.017 4.286 2.348
Se 2.238 2.397 1.873
C 3.314 1.933 3.417
H -1.353 5.316 2.813
H -0.880 3.613 3.125
H -2.384 3.977 2.258
H 0.999 6.052 1.651
H 1.814 5.155 0.370
H 1.512 4.314 3.313
H 2.999 4.743 2.473
H 2.769 2.180 4.324
H 4.266 2.456 3.385
H 3.477 0.858 3.362
F -5.760 -1.500 2.730
C -4.782 -2.382 2.980
C -3.600 -2.363 2.264
C -2.683 -3.361 2.562
F -1.522 -3.423 1.891
C -2.910 -4.328 3.518
F -2.010 -5.277 3.772
C -4.100 -4.305 4.217
F -4.348 -5.231 5.136
C -5.040 -3.331 3.949
F -6.192 -3.327 4.619
Ge -3.054 -1.111 0.823
S -1.397 0.092 1.357
C -3.012 -2.437 -0.667
C -1.973 -2.530 -1.562
F -0.937 -1.658 -1.498
C -1.912 -3.466 -2.570
F -0.859 -3.516 -3.394
C -2.956 -4.354 -2.717
F -2.929 -5.260 -3.686
C -4.035 -4.286 -1.857
F -5.051 -5.130 -2.011
C -4.046 -3.340 -0.851
F -5.131 -3.301 -0.070
C -4.579 0.077 0.362
C -5.054 0.930 1.348
F -4.521 0.899 2.573
C -6.059 1.845 1.121
F -6.490 2.650 2.091
C -6.613 1.938 -0.141
F -7.586 2.810 -0.376
C -6.139 1.142 -1.162
F -6.647 1.264 -2.388
C -5.126 0.239 -0.900
F -4.673 -0.464 -1.952
F 9.544 -2.021 -2.315
C 8.505 -1.429 -1.743
C 7.251 -1.991 -1.826
F 7.079 -3.121 -2.504
C 6.161 -1.371 -1.234
F 4.978 -1.955 -1.445
C 6.298 -0.193 -0.520
Se 4.987 0.803 0.468
C 7.575 0.356 -0.482
F 7.757 1.519 0.157
C 8.667 -0.235 -1.073
F 9.867 0.331 -1.002
O 2.527 -0.212 1.068
O 3.844 -0.629 0.654
```

---

# C15H12N4

2 unconnected molecules or ions with the total composition C15H12N4 (ωB97M-V/def2-TZVPD, the Open Molecules 2025 dataset).

The value obtained for the total energy is -21709.7950 eV. The energy relative to the best compared isomer or geometry (same formula, charge and spin) comes out at 46.2 kJ/mol. For the largest force on an atom, the calculation gives 0.019 Eh/bohr. As for the HOMO energy: -8.981 eV. The value obtained for the LUMO energy is -0.48 eV. The SMILES is c1cncc(-c2cccc3nccnc23)c1.CC#N.

Structure (XYZ):
```
31
C15H12N4 ωB97M-V/def2-TZVPD
C 3.398 -0.161 0.713
C 4.007 0.642 -0.226
N 3.437 1.688 -0.823
C 2.176 1.917 -0.446
C 1.462 1.173 0.474
C 0.069 1.559 0.800
C -0.227 2.857 1.126
C -1.542 3.255 1.429
C -2.549 2.336 1.405
C -2.297 0.989 1.081
N -3.341 0.106 1.073
C -3.023 -1.114 0.746
C -1.719 -1.510 0.411
N -0.707 -0.691 0.414
C -0.983 0.598 0.770
C 2.093 0.093 1.079
H 3.949 -0.974 1.154
H 5.027 0.420 -0.512
H 1.678 2.755 -0.916
H 0.548 3.606 1.169
H -1.768 4.274 1.687
H -3.561 2.626 1.632
H -3.810 -1.854 0.724
H -1.543 -2.543 0.142
H 1.578 -0.500 1.811
C -0.127 -3.217 -2.995
C -0.913 -4.332 -2.479
N -1.531 -5.197 -2.066
H -0.277 -3.127 -4.069
H -0.435 -2.291 -2.512
H 0.929 -3.386 -2.795
```

---

# C2H6N2O3P

A molecular structure, C2H6N2O3P in a non-equilibrium geometry (ωB97M-V/def2-TZVPD, the Open Molecules 2025 dataset).

The value obtained for the total energy is -20581.0092 eV. The expectation value of S² is 2.008. The energy relative to the best compared isomer or geometry (same formula, charge and spin) comes out at 33.1 kJ/mol. The net charge is -1. For the largest force on an atom, the calculation gives 0.189 Eh/bohr. Its spin multiplicity is 3. As for the HOMO energy (alpha / beta): -0.933 / -5.612 eV. The value obtained for the LUMO energy (alpha / beta) is 3.94 / 1.00 eV.

Structure (XYZ):
```
14
C2H6N2O3P ωB97M-V/def2-TZVPD
C -0.309 0.145 -1.251
C -1.520 0.061 -0.380
N 0.844 0.083 -0.513
N -0.413 0.049 -2.515
O 0.966 1.262 2.053
O 2.821 -0.574 1.904
O 0.489 -1.269 2.473
P 1.404 -0.191 2.069
H -2.198 -0.717 -0.916
H -2.165 0.973 -0.042
H -1.030 -0.488 0.452
H 0.787 0.373 0.488
H 1.763 0.202 -1.034
H -1.438 0.090 -2.787
```

---

# C6H10O2

4 unconnected molecules or ions with the total composition C6H10O2 in a non-equilibrium geometry (ωB97M-V/def2-TZVPD, the Open Molecules 2025 dataset).

The value obtained for the total energy is -10463.6578 eV. The energy relative to the best compared isomer or geometry (same formula, charge and spin) comes out at 1496.7 kJ/mol. For the largest force on an atom, the calculation gives 0.147 Eh/bohr. As for the HOMO energy: -8.973 eV. The value obtained for the LUMO energy is -0.54 eV.

Structure (XYZ):
```
18
C6H10O2 ωB97M-V/def2-TZVPD
C 1.737 1.223 0.659
C 0.033 -0.106 0.234
C -1.426 0.669 -0.234
C -1.098 -0.020 -1.615
C -0.066 -1.541 -0.349
C 0.440 -1.350 1.145
H 3.201 0.610 1.064
H 0.637 1.259 2.019
H 1.815 2.780 -0.244
H -1.467 1.774 -0.008
H -2.216 0.460 0.351
H -2.204 -0.274 -1.835
H -0.706 0.893 -2.214
H -0.979 -2.154 -0.371
H -0.144 -1.997 1.820
H 1.417 -1.656 1.595
O 1.113 0.472 -0.264
O -0.087 -1.041 -1.754
```

---

# C20H27ClFeNO2P

A molecular structure, C20H27ClFeNO2P in a non-equilibrium geometry (ωB97M-V/def2-TZVPD, the Open Molecules 2025 dataset).

The value obtained for the total energy is -82958.1794 eV. The expectation value of S² is 6.142. For the largest force on an atom, the calculation gives 0.047 Eh/bohr. Its spin multiplicity is 5. As for the HOMO energy (alpha / beta): -7.056 / -8.737 eV. The value obtained for the LUMO energy (alpha / beta) is -0.81 / -0.06 eV.

Structure (XYZ):
```
53
C20H27ClFeNO2P ωB97M-V/def2-TZVPD
C 3.841 -2.927 0.105
C 3.633 -2.015 -0.925
C 2.520 -1.147 -0.905
C 1.617 -1.221 0.138
C 1.840 -2.103 1.192
C 2.963 -2.955 1.190
C 2.359 -0.131 -2.012
C 1.074 -0.217 -2.843
N -0.137 -0.676 -2.105
Fe -0.124 0.125 0.045
C 0.830 -2.114 2.312
P -0.796 -1.706 1.453
H 4.315 -1.940 -1.770
H 3.113 -3.624 2.039
H 4.678 -3.623 0.053
H 0.982 -1.300 3.042
H 0.750 -3.085 2.829
H 2.398 0.892 -1.596
H 3.192 -0.268 -2.714
H 0.851 0.789 -3.221
C -1.983 -1.544 2.789
C -1.124 -3.424 0.912
H 1.237 -0.888 -3.705
C -0.292 -2.141 -2.146
C -1.347 -0.037 -2.678
H -0.369 0.010 1.602
H -0.418 -2.491 -3.186
H 0.577 -2.635 -1.701
H -1.177 -2.412 -1.558
H -1.551 -0.435 -3.686
H -2.197 -0.218 -2.002
H -1.149 1.038 -2.769
H -1.186 -4.093 1.787
H -2.085 -3.457 0.390
H -0.347 -3.839 0.257
H -2.030 -2.443 3.409
H -1.738 -0.678 3.405
H -2.949 -1.368 2.315
H -1.563 -0.045 0.673
Cl -3.538 6.212 2.784
C -2.481 5.283 1.777
C -1.873 5.900 0.661
C -1.011 5.143 -0.138
C -0.741 3.805 0.180
C -1.360 3.202 1.280
C -2.234 3.925 2.088
C 0.242 3.111 -0.751
O 0.727 3.789 -1.660
O 0.508 1.847 -0.521
H -2.060 6.948 0.430
H -0.525 5.562 -1.014
H -1.136 2.148 1.515
H -2.727 3.470 2.951
```

---

# C20H66O13

13 unconnected molecules or ions with the total composition C20H66O13 in a non-equilibrium geometry (ωB97M-V/def2-TZVPD, the Open Molecules 2025 dataset).

The value obtained for the total energy is -48422.9247 eV. The energy relative to the best compared isomer or geometry (same formula, charge and spin) comes out at 338.6 kJ/mol. For the largest force on an atom, the calculation gives 0.075 Eh/bohr. As for the HOMO energy: -9.393 eV. The value obtained for the LUMO energy is 0.42 eV.

Structure (XYZ):
```
99
C20H66O13 ωB97M-V/def2-TZVPD
C 12.373 10.226 16.952
O 12.375 8.929 16.369
H 11.393 10.522 17.243
H 13.050 10.287 17.859
H 12.583 11.039 16.186
H 13.193 8.808 15.868
C 13.116 9.280 13.343
O 14.071 9.321 14.394
H 12.821 10.302 13.094
H 13.528 8.805 12.445
H 12.285 8.672 13.649
H 14.864 9.487 13.929
C 9.171 12.564 13.243
O 10.157 11.746 13.920
H 8.410 12.995 13.897
H 9.661 13.425 12.752
H 8.789 11.961 12.412
H 9.999 10.830 13.566
C 9.066 8.513 14.034
O 9.297 9.347 12.913
H 9.974 7.886 14.269
H 8.650 9.054 14.902
H 8.379 7.732 13.702
H 9.369 8.907 12.085
C 13.094 14.139 5.317
O 12.926 13.694 6.703
H 13.265 15.200 5.109
H 14.098 13.669 4.966
H 12.321 13.852 4.693
H 12.472 14.287 7.321
C 11.546 9.227 7.151
O 10.366 9.482 7.865
H 11.657 8.163 7.097
H 11.508 9.773 6.165
H 12.342 9.718 7.757
H 10.262 10.437 7.946
C 12.090 14.317 16.251
C 11.915 14.456 14.704
O 12.303 13.341 13.992
H 13.104 14.022 16.527
H 11.407 13.586 16.690
H 11.791 15.264 16.689
H 12.563 15.284 14.357
H 10.956 14.883 14.502
H 11.710 12.574 14.112
C 10.740 6.275 11.259
C 9.814 6.940 10.142
O 9.610 8.323 10.269
H 11.741 6.575 11.020
H 10.625 5.220 11.302
H 10.508 6.815 12.226
H 8.837 6.514 10.102
H 10.060 6.718 9.124
H 9.901 8.827 9.452
C 16.888 7.111 14.033
C 16.470 7.515 12.652
O 15.959 8.865 12.687
H 16.087 7.251 14.747
H 17.717 7.748 14.326
H 17.097 6.039 14.131
H 15.694 6.840 12.305
H 17.281 7.455 11.867
H 15.759 9.174 11.760
C 16.264 13.760 15.320
C 16.466 12.278 15.656
O 15.467 12.024 16.612
H 16.257 14.294 16.281
H 15.325 13.986 14.848
H 17.081 14.145 14.725
H 17.461 12.018 15.972
H 16.364 11.644 14.691
H 15.448 11.098 16.861
C 13.447 11.990 9.347
C 13.280 12.704 10.674
O 11.889 12.754 11.029
H 12.646 12.345 8.639
H 13.242 10.895 9.493
H 14.380 12.291 8.841
H 13.665 13.705 10.673
H 13.849 12.080 11.436
H 11.940 12.904 11.971
C 7.663 12.031 8.127
C 8.979 12.896 8.250
O 10.036 12.209 7.598
H 7.950 11.063 8.415
H 7.308 11.955 7.102
H 6.902 12.332 8.806
H 9.187 12.939 9.372
H 8.882 13.929 7.846
H 10.822 12.785 7.394
C 12.993 16.893 9.361
C 11.740 16.534 8.589
O 11.489 15.134 8.694
H 13.446 17.740 8.905
H 13.617 16.041 9.391
H 12.766 17.202 10.393
H 11.859 16.675 7.497
H 10.893 17.098 8.963
H 11.498 14.776 9.607
```

---

# C48H58AsCaCl3GeN6O5SSi

A molecular structure, C48H58AsCaCl3GeN6O5SSi (ωB97M-V/def2-TZVPD, the Open Molecules 2025 dataset).

The value obtained for the total energy is -261974.0695 eV. The expectation value of S² is 0.756. The energy relative to the best compared isomer or geometry (same formula, charge and spin) comes out at 33.6 kJ/mol. The net charge is +1. For the largest force on an atom, the calculation gives 0.016 Eh/bohr. Its spin multiplicity is 2. As for the HOMO energy (alpha / beta): -8.704 / -9.925 eV. The value obtained for the LUMO energy (alpha / beta) is -2.89 / -3.25 eV.

Structure (XYZ):
```
125
C48H58AsCaCl3GeN6O5SSi ωB97M-V/def2-TZVPD
Ca -0.057 -0.581 0.191
C -13.564 -3.793 2.906
O -12.598 -3.252 3.795
C -11.353 -3.029 3.318
C -10.430 -2.530 4.242
C -9.137 -2.270 3.855
C -8.728 -2.497 2.538
C -9.650 -2.990 1.628
C -10.961 -3.258 2.002
C -7.336 -2.210 2.178
N -6.420 -1.780 3.017
C -5.286 -1.644 2.259
C -5.510 -1.995 0.957
N -6.837 -2.360 0.911
C -4.490 -1.985 -0.044
C -4.667 -2.400 -1.371
C -3.603 -2.373 -2.230
C -2.370 -1.926 -1.750
N -2.172 -1.518 -0.511
C -3.214 -1.542 0.352
C -2.969 -1.125 1.738
N -1.728 -0.692 2.067
C -1.469 -0.437 3.335
C -2.416 -0.553 4.359
C -3.692 -0.925 4.031
C -3.989 -1.219 2.693
H -14.468 -3.926 3.491
H -13.238 -4.759 2.514
H -13.763 -3.107 2.080
H -10.758 -2.357 5.258
H -8.420 -1.887 4.567
H -9.375 -3.182 0.598
H -11.655 -3.638 1.270
H -7.353 -2.675 0.109
H -5.634 -2.746 -1.712
H -3.697 -2.688 -3.260
H -1.514 -1.892 -2.411
H -0.468 -0.108 3.561
H -2.133 -0.338 5.380
H -4.474 -1.014 4.773
C 5.871 -2.522 0.827
Si 5.313 -3.446 -0.678
C 5.212 -5.275 -0.330
C 6.526 -3.128 -2.056
C 3.601 -2.962 -1.376
C 3.360 -3.369 -2.687
C 2.226 -2.965 -3.376
C 1.319 -2.172 -2.711
N 1.461 -1.827 -1.427
C 2.590 -2.196 -0.787
S 2.727 -1.578 0.869
H 6.909 -2.799 1.023
H 5.278 -2.758 1.710
H 5.832 -1.443 0.667
H 6.180 -5.664 -0.011
H 4.911 -5.827 -1.223
H 4.489 -5.489 0.459
H 7.534 -3.385 -1.726
H 6.522 -2.073 -2.336
H 6.319 -3.718 -2.949
H 4.088 -3.984 -3.200
H 2.057 -3.245 -4.406
H 0.445 -1.784 -3.222
O -1.307 1.248 -0.578
H -0.521 1.712 -0.915
H -1.616 1.778 0.168
O -0.168 -2.957 1.223
H 0.541 -2.855 1.874
H 0.175 -3.639 0.632
Cl 1.725 2.151 -1.656
Ge 2.996 0.809 -0.168
Cl 4.547 0.354 -1.678
Cl 3.975 2.280 1.100
C 1.728 0.506 -5.189
C 0.546 1.469 -5.097
As -0.836 0.847 -3.850
C -1.940 2.475 -3.694
C -1.161 3.765 -3.463
C -2.034 -0.063 -5.123
C -1.538 -1.430 -5.583
H 2.510 0.914 -5.831
H 1.443 -0.464 -5.600
H 2.170 0.337 -4.205
H 0.090 1.655 -6.072
H 0.902 2.425 -4.712
H -2.615 2.290 -2.854
H -2.556 2.552 -4.593
H -0.427 3.658 -2.659
H -1.838 4.582 -3.208
H -0.609 4.069 -4.352
H -2.176 0.602 -5.978
H -3.004 -0.156 -4.625
H -0.561 -1.365 -6.062
H -2.221 -1.875 -6.309
H -1.445 -2.135 -4.752
C -3.480 2.681 2.266
O -2.636 3.398 1.368
C -2.746 4.752 1.325
C -3.869 5.459 1.737
C -3.948 6.828 1.526
C -2.918 7.507 0.887
C -1.791 6.809 0.494
C -1.686 5.449 0.744
N -0.520 4.767 0.295
C 0.147 3.761 0.821
C 0.175 3.307 2.150
C -0.106 4.146 3.262
C 0.255 3.766 4.519
C 0.922 2.524 4.696
C 1.162 1.680 3.652
C 0.725 2.011 2.336
O 0.782 1.189 1.360
H -3.027 1.699 2.386
H -4.485 2.574 1.854
H -3.523 3.180 3.235
H -4.696 4.934 2.192
H -4.833 7.361 1.845
H -2.988 8.568 0.701
H -0.965 7.323 0.018
H -0.175 5.088 -0.602
H 0.836 3.286 0.126
H -0.543 5.122 3.094
H 0.090 4.419 5.363
H 1.255 2.244 5.688
H 1.680 0.739 3.790
```